[1]
12
Properties=species:S:1:pos:R:3 method="wB97M-V/def2-TZVPD" lumo_energy_ev=0.76 e_above_lowest_kj_mol=383.8 total_energy_ev=-12295.017 largest_force_ev_per_a=4.265 smiles="[H]/N=C1/OCON1C=O" homo_ha=-0.360 gap_ev=10.558
H 2.46516 -0.03487 -0.92756
N 1.60541 -0.45322 -1.26390
C 0.50622 -0.28837 -0.76490
O -0.62675 -1.17765 -1.14600
C -1.80561 -0.63927 -0.60272
O -1.51090 0.25912 0.44660
N -0.04616 0.36611 0.37790
C 0.49644 0.97531 1.42829
O 1.70181 1.01752 1.40972
H -2.34691 -1.53572 -0.10558
H -2.57352 -0.16601 -1.16712
H -0.15502 1.26842 2.35568

[2]
15
Properties=species:S:1:pos:R:3 method="wB97M-V/def2-TZVPD" lumo_energy_ev="-0.01 / -4.78" e_above_lowest_kj_mol=62.4 total_energy_ev=-12892.142 largest_force_ev_per_a=4.384 s_squared=0.75 spin_multiplicity=2 homo_ha="-0.431 / -0.427" gap_ev="11.724 / 6.830"
N 1.05376 0.07660 0.51084
C 0.11666 -0.31056 -0.49020
O 0.47362 -0.96778 -1.43060
O -1.00904 0.25208 -0.20628
H 2.01223 0.24225 0.28763
H 0.69888 0.82694 1.08025
H -2.42590 -2.24831 -0.30775
H -2.52687 -0.75862 -0.29228
O -3.04302 -1.52407 -0.51562
H 3.03786 -0.64374 3.18638
H 1.50122 -0.52175 3.49102
O 2.40808 -0.35984 3.83897
H -0.38640 1.91437 -1.44378
H 0.85448 2.20997 -2.25286
O 0.01056 2.59532 -1.99112

[3]
33
Properties=species:S:1:pos:R:3 method="wB97M-V/def2-TZVPD" lumo_energy_ev=0.48 e_above_lowest_kj_mol=50.6 total_energy_ev=-22166.107 largest_force_ev_per_a=0.606 smiles="[H]/N=C(/N)NCCC[C@H](NC(=O)CN)C(=O)O" homo_ha=-0.343 gap_ev=9.814
H 1.11818 0.47763 -3.67372
N 1.29063 1.39595 -3.26075
C 0.21932 1.82641 -2.67486
N 0.26698 3.00638 -1.96552
N -1.01123 1.19740 -2.64933
C -1.91019 1.27430 -1.49538
C -1.28134 0.86151 -0.16144
C -0.74538 -0.57554 -0.13558
C 0.57815 -0.70730 0.64725
N 0.47771 -0.28218 2.02140
C -0.03197 -0.98215 3.07210
O -0.24217 -0.45999 4.14884
C -0.25135 -2.47065 2.85137
N 1.02507 -3.15356 2.97765
C 1.62176 0.15162 -0.03792
O 1.99211 1.21871 0.38029
O 1.99092 -0.36808 -1.20690
H -0.56037 3.58495 -1.98656
H 1.12909 3.51665 -2.13624
H -1.01577 0.29150 -3.10808
H -2.29525 2.30214 -1.39446
H -2.78365 0.65123 -1.75205
H -0.45647 1.55985 0.02542
H -2.01520 1.02765 0.63358
H -1.48491 -1.25203 0.30205
H -0.53558 -0.92230 -1.16107
H 0.92017 -1.75001 0.59168
H 0.73783 0.67329 2.22564
H -0.90610 -2.80009 3.65849
H -0.76872 -2.65878 1.89971
H 1.69068 -2.84951 2.26767
H 0.91614 -4.15610 2.86398
H 2.32090 0.37109 -1.76726

[4]
18
Properties=species:S:1:pos:R:3 method="wB97M-V/def2-TZVPD" lumo_energy_ev="-0.66 / -0.67" e_above_lowest_kj_mol=430.9 total_energy_ev=-152356.880 largest_force_ev_per_a=3.470 homo_ha="-0.276 / -0.274" gap_ev="6.841 / 6.774"
C -0.47010 1.68949 -1.12424
C 0.49315 0.76586 -0.91150
C 0.54505 -1.95624 1.19483
C -2.03603 -0.26869 0.81320
C -0.16348 3.04660 -1.68640
C 1.13253 -3.06279 2.01905
N -1.65228 1.60372 -0.54714
N 0.70774 -1.16619 0.33411
N -2.10813 0.54728 -0.08787
N 0.31928 -0.48575 -0.62718
Br 2.39596 1.29029 -1.40501
Br -2.95409 -1.85877 1.03758
H 0.36459 3.58896 -0.88261
H 0.56094 2.82748 -2.54347
H -1.01092 3.65421 -2.09053
H 0.73933 -3.28799 2.96117
H 2.22607 -2.90965 2.18123
H 0.91038 -4.01781 1.36476

[5]
105
Properties=species:S:1:pos:R:3 method="wB97M-V/def2-TZVPD" total_charge=+3 lumo_energy_ev=-9.14 e_above_lowest_kj_mol=105.9 total_energy_ev=-215064.199 largest_force_ev_per_a=1.472 homo_ha=-0.591 gap_ev=6.936
Ti -0.67517 -0.61545 0.42127
C 2.23945 -2.72551 3.35681
C 2.48014 -2.86475 1.88186
N 3.52703 -3.57719 1.48861
C 3.70287 -3.90015 0.20409
C 2.76241 -3.63171 -0.77176
C 2.85501 -4.27877 -2.14130
O 1.77502 -5.17830 -2.36797
C 1.67643 -2.82939 -0.38751
C 0.43462 -2.89175 -1.14136
N -0.67777 -2.33347 -0.78062
C -1.89195 -2.93844 -1.27635
C -2.05485 -3.34458 -2.59182
C -3.21296 -4.00200 -2.98227
C -4.21947 -4.26017 -2.06221
C -4.06080 -3.87462 -0.73665
C -2.90148 -3.21877 -0.36269
I -2.53653 -2.81523 1.66675
C 1.60878 -2.33450 0.92102
O 0.62998 -1.44653 1.22764
H 2.92293 -3.39107 3.87732
H 1.20942 -3.00245 3.59001
H 2.41485 -1.70476 3.70012
H 4.60303 -4.46015 -0.02825
H 3.81803 -4.78154 -2.23110
H 2.80021 -3.52568 -2.92569
H 2.01004 -6.06255 -2.06615
H 0.40520 -3.64992 -1.91923
H -1.26995 -3.16652 -3.31751
H -3.32068 -4.32770 -4.00892
H -5.11209 -4.79652 -2.36049
H -4.81793 -4.11307 0.00016
O -5.14396 1.55101 -3.61408
C -4.27089 0.97121 -2.80773
C -4.54202 0.54928 -1.50481
C -3.53000 -0.00123 -0.76689
N -2.25960 -0.17340 -1.19529
C -2.05602 0.15323 -2.49125
Br -0.43553 -0.33753 -3.32279
C -2.99358 0.72826 -3.31043
H -6.03089 1.62512 -3.23930
H -5.52968 0.65284 -1.07036
H -3.73544 -0.36202 0.22747
H -2.76751 0.96649 -4.34147
C 4.64363 -0.52629 -0.49287
Si 3.62587 0.37560 -1.74813
C 4.39917 1.98972 -2.20654
C 3.09633 -0.59467 -3.24122
Sb 1.37731 1.03732 -0.46406
Si 2.46903 2.18491 1.65961
C 3.86886 3.30016 1.17675
C 1.04239 3.09266 2.43545
C 3.04937 0.80642 2.76351
Si 0.59858 3.14510 -1.88346
C 1.75280 4.54334 -1.48100
C 0.52366 2.92131 -3.73026
C -1.10959 3.48446 -1.18513
H 5.49036 -1.01501 -0.98967
H 4.08725 -1.29237 0.04816
H 5.05679 0.17822 0.23446
H 5.35194 1.78021 -2.70849
H 4.61750 2.60407 -1.33233
H 3.78198 2.56740 -2.89954
H 3.92727 -1.20523 -3.61166
H 2.80908 0.08655 -4.04832
H 2.25024 -1.25532 -3.03828
H 3.71211 3.82576 0.23470
H 4.80400 2.73713 1.10646
H 3.99989 4.05589 1.95944
H 0.72750 3.94408 1.82267
H 1.31588 3.47502 3.42516
H 0.20240 2.41097 2.56159
H 3.38848 -0.06280 2.19312
H 2.24635 0.49660 3.43587
H 3.88988 1.14606 3.37840
H 2.72930 4.41254 -1.95526
H 1.90476 4.68128 -0.40822
H 1.32300 5.47003 -1.87955
H 1.23321 2.18742 -4.11749
H 0.77147 3.88815 -4.18336
H -0.47463 2.64658 -4.07207
H -1.05544 4.30829 -0.46462
H -1.52524 2.61270 -0.68317
H -1.80142 3.79206 -1.97712
Cl -0.36771 -0.57646 3.93333
C -0.54685 -1.49859 5.45863
Cl -1.41297 -3.00600 5.19123
H -1.10774 -0.89748 6.15944
H 0.44476 -1.72718 5.82377
C -3.88852 3.21281 1.09844
C -2.72917 3.13702 2.07327
S -2.19936 1.51305 2.64121
O -1.69644 0.74323 1.35034
C -3.79411 0.78058 3.10050
C -3.67888 -0.10304 4.34041
H -3.97631 4.24390 0.75427
H -4.83969 2.93964 1.55339
H -3.71610 2.58697 0.22977
H -2.96301 3.63289 3.02362
H -1.82892 3.59876 1.67282
H -4.17477 0.23862 2.23785
H -4.44862 1.62785 3.30812
H -3.13990 -1.02887 4.14359
H -4.68180 -0.36442 4.67891
H -3.18386 0.43042 5.15469

[6]
20
Properties=species:S:1:pos:R:3 method="wB97M-V/def2-TZVPD" total_charge=-1 lumo_energy_ev=3.72 e_above_lowest_kj_mol=0.0 total_energy_ev=-16501.856 largest_force_ev_per_a=4.570 homo_ha=-0.165 gap_ev=8.210
C 0.47279 -1.44425 1.69272
C -1.94569 -0.70950 0.94040
C 1.32439 1.05183 -0.65970
C -0.50086 -0.31221 1.29684
C 0.02033 0.28829 -0.73726
N -0.99129 1.10313 -1.10289
N 1.88937 1.32762 -1.99225
O 1.55060 -1.16272 2.24557
O -2.81781 0.16377 0.66368
O 0.16950 -2.71268 1.41921
O -2.13094 -1.93513 0.87836
H 2.03843 0.61025 0.21262
H 1.14715 1.97648 -0.12614
H -0.25800 0.49509 1.88115
H -0.04139 -0.68632 -1.29907
H -1.86582 0.60389 -0.83964
H -1.07468 2.07978 -0.75068
H 1.17614 1.11505 -2.71161
H 2.75146 0.79610 -2.18515
H -0.91369 -2.64848 1.17384

[7]
103
Properties=species:S:1:pos:R:3 method="wB97M-V/def2-TZVPD" total_charge=-2 lumo_energy_ev=3.59 e_above_lowest_kj_mol=0.0 total_energy_ev=-120417.454 largest_force_ev_per_a=0.739 homo_ha=-0.091 gap_ev=6.069
Y 0.83608 0.63688 -0.99720
N -1.80640 3.59713 -3.02245
C -0.60341 3.28483 -2.44416
S 0.64202 2.60848 -3.40571
N -0.55119 3.60974 -1.15153
N 0.48225 3.03698 -0.49545
C 0.77617 3.49469 0.67221
C 0.00697 4.56795 1.35169
C -1.32688 4.34193 1.68179
C -2.04706 5.30232 2.36963
C -1.45116 6.50742 2.72167
C -0.12550 6.74214 2.39060
C 0.59992 5.76964 1.71442
C 1.93646 2.87687 1.36056
C 2.22209 3.13900 2.69994
C 3.33536 2.54777 3.26998
C 4.13296 1.71443 2.50067
C 3.74830 1.47533 1.19005
N 2.68580 2.04064 0.63232
H -1.99783 3.02234 -3.83262
H -2.55965 3.59781 -2.34795
H -1.78297 3.40193 1.40181
H -3.07556 5.10277 2.63763
H -2.01907 7.25646 3.25947
H 0.34752 7.67693 2.66126
H 1.63881 5.94553 1.46355
H 1.56477 3.76900 3.28220
H 3.56237 2.72050 4.31495
H 5.00050 1.21887 2.91103
H 4.28933 0.77932 0.56073
C -6.05620 -3.25678 -1.93763
C -5.72526 -3.13167 -0.45613
C -5.88150 -4.48199 0.22619
C -5.43726 -4.42460 1.67330
C -4.00308 -3.98847 1.73015
C -3.14249 -4.42531 2.71215
C -1.82576 -3.97936 2.73681
F -1.02374 -4.44085 3.72496
C -1.33618 -3.10592 1.80665
C -2.19918 -2.65199 0.80368
C -1.68132 -1.67939 -0.18579
O -0.47237 -1.47426 -0.25087
C -2.68290 -1.05083 -1.01296
C -3.92676 -1.58216 -1.02307
N -4.35513 -2.62338 -0.26037
C -3.52138 -3.09775 0.75351
C -2.42601 0.17755 -1.86334
O -3.28675 0.51519 -2.68014
O -1.34390 0.77930 -1.60888
H -6.98883 -3.81181 -2.04982
H -5.26276 -3.79886 -2.45249
H -6.18028 -2.29692 -2.43179
H -6.41827 -2.41999 0.01405
H -5.27426 -5.21668 -0.31228
H -6.92539 -4.78949 0.13592
H -5.55514 -5.39278 2.16287
H -6.06685 -3.71249 2.21871
H -3.48372 -5.11275 3.47575
H -0.30889 -2.76587 1.82153
H -4.64336 -1.13936 -1.69966
O 2.98118 -2.40959 1.21218
C 2.35572 -1.36629 1.07454
O 2.24023 -0.70844 -0.01507
C 1.71003 -0.76220 2.31904
C 2.25706 -1.13824 3.52326
C 1.77798 -0.63149 4.72883
C 0.67517 0.20144 4.76814
C 0.08497 0.53533 3.57503
C 0.60052 0.16886 2.28565
O 0.11342 0.65331 1.23172
N -1.12978 1.35643 3.67179
O -1.20048 2.15175 4.59731
O -2.02064 1.16318 2.87242
N 2.42015 -0.99777 5.97845
O 1.95546 -0.55979 7.02246
O 3.39116 -1.73515 5.93552
H 3.07919 -1.84025 3.50815
H 0.28048 0.57395 5.70126
O -0.21064 -3.05491 -3.41168
C 0.91870 -3.26397 -4.10588
C 1.00219 -4.43421 -4.86666
C 2.13399 -4.70762 -5.60757
C 3.20859 -3.82202 -5.60746
C 3.12397 -2.66750 -4.85026
C 1.99654 -2.36560 -4.09252
C 1.92893 -1.11728 -3.27525
O 0.80702 -0.85640 -2.70508
N 3.01899 -0.41027 -3.21138
N 2.87589 0.73623 -2.41414
C 3.83586 1.53449 -2.62319
S 5.07221 1.17415 -3.84776
C 5.92375 2.75722 -3.67404
C 4.88488 3.79443 -3.29025
S 3.97443 3.13231 -1.88772
H -0.09436 -2.16984 -2.97055
H 0.15693 -5.10813 -4.85090
H 2.18139 -5.62024 -6.19061
H 4.09724 -4.03252 -6.18574
H 3.94325 -1.96233 -4.81962
H 6.39865 2.98798 -4.62887
H 6.69171 2.69672 -2.90011
H 4.19736 3.98106 -4.11789
H 5.33468 4.73731 -2.97769

[8]
27
Properties=species:S:1:pos:R:3 method="wB97M-V/def2-TZVPD" total_charge=-1 lumo_energy_ev=3.51 e_above_lowest_kj_mol=0.0 total_energy_ev=-13676.861 largest_force_ev_per_a=2.503 homo_ha=-0.143 gap_ev=7.397
C -1.77152 1.75374 1.00435
O -2.60885 1.11767 0.13004
C -0.29590 1.22181 0.89062
C 0.20497 1.36192 -0.58467
C 1.34369 0.35612 -0.74165
C 2.52852 0.74364 -0.20778
C 3.77237 -0.14150 -0.41210
C 1.15280 -0.91659 -1.47214
H -1.85223 2.83554 0.79144
H -2.20772 1.56356 2.02732
H 0.43642 1.62427 1.60616
H -0.32562 0.16248 1.16063
H 0.53691 2.37097 -0.87533
H -0.58406 1.15816 -1.32313
H 2.53275 1.73961 0.22069
H 3.62738 -0.88019 0.38931
H 3.82233 -0.36180 -1.47838
H 4.70393 0.39533 -0.19339
H 0.78982 -0.76696 -2.49913
H 0.26311 -1.43224 -1.07707
H 1.99428 -1.61611 -1.47612
H -1.05503 -3.22893 1.46052
H -1.19046 -2.20971 0.38357
O -0.81194 -3.15156 0.54090
H -3.29825 -1.70411 0.16257
H -2.53489 -0.14875 0.22758
O -2.52770 -1.28018 0.56120